(1)
Here is an isolated molecule of C3H9N5 at a distorted geometry from OMol25. Energies are from the ωB97M-V functional and the def2-TZVPD basis.

Calculated values
* energy above the lowest of the compared OMol25 structures with the same formula, charge and spin: 147.29 kcal per mole
* highest occupied orbital energy: -9.1173 eV
* SMILES string: [H]/N=C/N=C(/NC)NN
* 2S+1: 1
* electronic energy: -393.2788 hartree
* LUMO level: 0.527 eV

Last column: Löwdin charge in e.
Atoms and positions in Å:
H (-3.3653, 0.4332, 0.4817)  0.038
N (-2.4130, 0.4667, 0.1062)  0.032
C (-2.0590, -0.7607, 0.0929)  -0.307
N (-0.7463, -0.9778, -0.3336)  0.011
C (0.1603, -0.0186, -0.3087)  -0.364
N (1.5749, -0.4472, 0.1839)  -0.142
C (1.6543, -1.8975, 0.0704)  -0.183
N (0.1034, 1.3809, -0.3486)  -0.063
N (1.1956, 2.1973, 0.2633)  -0.015
H (-2.7859, -1.5895, 0.7731)  0.178
H (2.1858, 0.2064, -0.6887)  0.196
H (1.7015, -1.9680, -1.0123)  0.065
H (0.6115, -2.2820, 0.5988)  0.120
H (2.5663, -2.0649, 0.9070)  0.130
H (-0.8780, 1.6641, -0.1691)  0.087
H (2.0768, 1.8784, -0.2969)  0.065
H (1.3525, 1.4437, 1.1803)  0.151


(2)
Here is a structure of composition C6H13O3Rb at a distorted geometry from OMol25. Energies are from the ωB97M-V functional and the def2-TZVPD basis.

Calculated values
* energy above the lowest of the compared OMol25 structures with the same formula, charge and spin: 6.45 kcal per mole
* highest occupied orbital energy: -5.4357 eV
* 2S+1: 1
* electronic energy: -486.0736 hartree
* LUMO level: -0.365 eV

Last column: Löwdin charge in e.
Atoms and positions in Å:
O (2.3179, 0.3617, -0.0674)  -0.530
C (2.2839, -1.2650, 0.2755)  -0.183
C (1.1221, -1.9652, -0.2322)  -0.245
O (-0.0690, -1.3905, 0.3731)  -0.362
C (-1.2747, -1.9734, -0.0306)  -0.251
C (-2.4168, -1.1413, 0.5014)  -0.209
O (-2.3145, 0.1721, -0.0285)  -0.397
C (-3.3921, 1.0122, 0.3320)  -0.111
H (2.3487, -1.2603, 1.3771)  0.100
H (3.2152, -1.6528, -0.1653)  0.099
H (1.0252, -1.8239, -1.3297)  0.057
H (-1.3682, -3.0101, 0.3428)  0.133
H (-1.3364, -2.0119, -1.1347)  0.129
H (-2.3828, -1.0980, 1.6040)  0.137
H (-3.3758, -1.5955, 0.2006)  0.133
H (-3.2180, 1.9948, -0.1228)  0.087
H (-4.3442, 0.6025, -0.0416)  0.098
H (-3.4524, 1.1248, 1.4270)  0.099
Rb (0.0231, 1.1902, -0.2888)  1.199
C (3.3804, 1.0754, 0.4955)  -0.215
H (3.3831, 2.1009, 0.0926)  0.073
H (3.3713, 1.1406, 1.6011)  0.077
H (4.3244, 0.5473, 0.2628)  0.081


(3)
Here is a structure of composition C8H13LaNP at a distorted geometry from OMol25. Energies are from the ωB97M-V functional and the def2-TZVPD basis.

Calculated values
* energy above the lowest of the compared OMol25 structures with the same formula, charge and spin: 11.58 kcal per mole
* highest occupied orbital energy (alpha / beta): -4.2771 / -4.2795 eV
* 2S+1: 1
* electronic energy: -740.0797 hartree
* LUMO level (alpha / beta): -0.258 / -0.257 eV

Last column: Löwdin charge in e.
Atoms and positions in Å:
C (2.8194, -0.9309, -1.8787)  -0.296
C (3.6875, -0.4008, -0.8454)  -0.191
C (3.6873, -1.2791, 0.2850)  -0.176
C (2.8323, -2.3782, -0.0365)  -0.207
C (2.2956, -2.2080, -1.3727)  -0.322
La (-0.0200, -0.3557, -0.8553)  1.190
P (-1.3484, 0.4898, -3.0726)  0.318
H (2.8385, -0.6303, -2.9360)  0.071
H (4.3952, 0.4446, -0.9496)  0.081
H (4.2233, -1.1271, 1.2296)  0.077
H (1.8516, -3.0073, -1.9893)  0.071
H (2.7846, -3.3067, 0.5797)  0.083
H (-1.9265, -0.5926, -3.8716)  -0.149
H (-0.8454, 1.4056, -4.0874)  -0.148
H (-2.5597, 1.1979, -2.6049)  -0.127
C (-3.2289, 2.3144, 2.6016)  -0.095
C (-2.7407, 0.8414, 2.7904)  -0.236
C (-1.7465, 0.4939, 1.8477)  -0.189
N (-0.9888, 0.1188, 1.0257)  -0.243
H (-2.4007, 3.0387, 2.6973)  0.081
H (-3.9796, 2.5544, 3.3655)  0.071
H (-3.6978, 2.4567, 1.6122)  0.079
H (-2.3299, 0.7085, 3.8124)  0.134
H (-3.6024, 0.1518, 2.6530)  0.124


(4)
Here is a cluster of 6 separate species, C11H33O6 in total at a distorted geometry from OMol25. Energies are from the ωB97M-V functional and the def2-TZVPD basis.

Calculated values
* charge: -1
* energy above the lowest of the compared OMol25 structures with the same formula, charge and spin: 0.00 kcal per mole
* highest occupied orbital energy: -2.7492 eV
* 2S+1: 1
* electronic energy: -890.2529 hartree
* LUMO level: 2.631 eV

Last column: Löwdin charge in e.
Atoms and positions in Å:
C (-2.0089, -0.1505, -2.1117)  -0.416
O (-2.8606, 0.9129, -2.3881)  -0.430
H (-2.4757, -1.1106, -1.8915)  0.025
H (-1.3217, -0.5258, -2.8700)  0.031
H (-1.5846, 0.1105, -1.1422)  0.030
C (1.1658, 2.6822, 2.4366)  -0.084
C (0.7007, 3.1185, 1.0531)  -0.289
O (-0.2384, 2.1479, 0.5742)  -0.113
H (1.6420, 1.7017, 2.4412)  0.058
H (0.3137, 2.5420, 3.1016)  0.063
H (1.8844, 3.3743, 2.8755)  0.067
H (1.5175, 3.0988, 0.3315)  0.099
H (0.2045, 4.0882, 1.0143)  0.112
H (-0.4032, 2.3289, -0.3541)  0.026
C (1.7886, -1.1584, -0.7412)  -0.069
C (2.6796, -0.1669, -0.0011)  -0.395
O (3.9376, -0.3807, -0.4006)  -0.041
H (0.7474, -0.8815, -0.5760)  0.066
H (1.8685, -2.1412, -0.2768)  0.067
H (2.0065, -1.1961, -1.8086)  0.079
H (2.4832, -0.3940, 1.0467)  0.097
H (2.3391, 0.8665, -0.0670)  0.093
H (4.5480, 0.2453, -0.0041)  0.093
C (-1.2526, -1.5745, 3.8382)  -0.058
C (-0.7830, -0.4289, 2.9188)  -0.377
O (-1.5405, -0.1088, 1.8388)  -0.060
H (-0.4940, -1.7247, 4.6064)  0.071
H (-1.3428, -2.4254, 3.1630)  0.052
H (-2.2465, -1.3482, 4.2243)  0.074
H (0.1814, -0.6610, 2.4668)  0.099
H (-0.6315, 0.4535, 3.5404)  0.095
H (-1.3228, 0.7897, 1.5801)  0.058
C (-0.8336, -4.2662, -0.8501)  -0.098
C (-1.2539, -3.7722, 0.5153)  -0.278
O (-2.4325, -2.8447, 0.4126)  -0.100
H (-0.0183, -4.9897, -0.8525)  0.066
H (-0.4876, -3.3889, -1.3966)  0.066
H (-1.6588, -4.7453, -1.3770)  0.073
H (-0.4609, -3.2405, 1.0410)  0.088
H (-1.4866, -4.6218, 1.1574)  0.094
H (-2.2041, -1.9345, 0.6149)  0.035
C (0.8487, 1.8165, -3.3241)  -0.062
C (-0.1171, 3.0246, -3.1324)  -0.319
O (-0.7544, 2.9010, -1.9352)  -0.114
H (1.6691, 2.2289, -3.9114)  0.052
H (0.4166, 0.9983, -3.9002)  0.065
H (1.2617, 1.5223, -2.3592)  0.058
H (-0.9179, 2.9425, -3.8673)  0.114
H (0.4097, 3.9787, -3.1170)  0.104
H (-1.4816, 2.3076, -2.1365)  0.034


(5)
Here is a structure of composition C8H34BCsN12O7 at a distorted geometry from OMol25. Energies are from the ωB97M-V functional and the def2-TZVPD basis.

Calculated values
* highest occupied orbital energy: -8.1731 eV
* 2S+1: 1
* electronic energy: -1553.9200 hartree
* LUMO level: -1.218 eV

Last column: Löwdin charge in e.
Atoms and positions in Å:
Cs (3.4936, -3.3587, -1.2880)  0.867
B (0.9671, 0.0371, 0.8676)  -0.450
H (1.1182, -0.9989, 1.1285)  -0.116
H (1.5646, 0.5332, 1.6167)  -0.114
H (1.2611, 0.2260, -0.1532)  -0.117
H (-0.0587, 0.3714, 0.8870)  -0.114
C (5.0103, -1.9279, 3.7750)  -0.874
O (4.3295, -2.8843, 3.5647)  0.058
N (4.6218, -0.7271, 3.8052)  0.194
N (6.2685, -2.0856, 3.9851)  0.157
H (5.1977, 0.0831, 3.9839)  0.121
H (3.7147, -0.5422, 3.4015)  0.130
H (6.5434, -3.0304, 4.2129)  0.120
H (6.8019, -1.3599, 4.4422)  0.109
C (-3.3836, -1.1890, -3.3103)  -0.798
O (-4.2606, -0.6941, -4.0308)  0.013
N (-3.2890, -2.4277, -3.1029)  0.159
N (-2.5836, -0.5335, -2.5035)  0.163
H (-3.9608, -3.0445, -3.5368)  0.122
H (-2.5754, -2.9620, -2.6282)  0.114
H (-2.9978, 0.3686, -2.3169)  0.115
H (-1.7425, -0.8275, -2.0280)  0.115
C (2.1813, 0.2740, -4.5970)  -0.852
O (1.8121, -0.7495, -5.0232)  0.074
N (1.5740, 1.4580, -4.6947)  0.178
N (3.2974, 0.3673, -4.0114)  0.166
H (0.6956, 1.5745, -5.1794)  0.120
H (2.1351, 2.2662, -4.4662)  0.103
H (3.9065, -0.4312, -4.1182)  0.120
H (3.6042, 1.2992, -3.7716)  0.117
C (-1.6838, -5.2347, 0.6005)  -0.813
O (-0.5235, -5.5705, 0.4699)  0.019
N (-2.0132, -3.9885, 0.7007)  0.170
N (-2.7249, -5.9897, 0.5431)  0.169
H (-2.9566, -3.6292, 0.6687)  0.113
H (-1.2999, -3.3267, 0.9716)  0.125
H (-3.6640, -5.6196, 0.5759)  0.115
H (-2.6607, -6.9874, 0.3992)  0.122
C (4.0716, 4.2256, -0.8127)  -0.791
O (3.3454, 4.3985, -1.7581)  0.027
N (5.1442, 5.0111, -0.7058)  0.143
N (4.0296, 3.2784, 0.0711)  0.180
H (5.6688, 4.8352, 0.1392)  0.094
H (5.1642, 5.8606, -1.2517)  0.116
H (4.5542, 3.2845, 0.9341)  0.110
H (3.2739, 2.6083, 0.0593)  0.117
C (-1.8335, 4.4306, 0.8435)  -0.837
O (-2.4280, 5.4563, 0.9386)  0.045
N (-1.6217, 3.6575, 1.8669)  0.166
N (-1.2329, 4.0477, -0.2384)  0.171
H (-1.6064, 4.0236, 2.8081)  0.121
H (-1.1892, 2.7784, 1.6213)  0.094
H (-1.0678, 4.6659, -1.0199)  0.122
H (-0.8204, 3.1259, -0.2574)  0.105
C (-6.3535, -0.5440, 1.2251)  -0.083
C (-5.0455, -0.2275, 2.0151)  -0.291
O (-4.8236, -1.2628, 2.9931)  -0.098
H (-6.2032, -1.3719, 0.5323)  0.064
H (-6.8143, 0.2747, 0.6723)  0.069
H (-7.0981, -0.8666, 1.9528)  0.061
H (-5.0965, 0.6865, 2.6069)  0.105
H (-4.2427, -0.0950, 1.2898)  0.102
H (-5.4949, -1.0197, 3.6348)  0.070